Entry 1:
{"formula": "C16H31BF4GeMoNS2Si3", "method": "ωB97M-V with the def2-TZVPD basis set", "charge": 2, "de_lowest_kj_mol": 258.3, "largest_force_ha_per_bohr": 0.03631, "multiplicity": 4, "s2": 3.83, "e_tot_ev": -133798.217, "lumo_energy_ha": [-0.316, -0.337], "homo_ev": [-14.30, -14.40], "elements": ["Mo", "S", "C", "N", "C", "C", "C", "C", "C", "C", "S", "H", "H", "H", "H", "F", "B", "F", "F", "F", "C", "Si", "C", "C", "Ge", "Si", "C", "C", "C", "Si", "C", "C", "C", "H", "H", "H", "H", "H", "H", "H", "H", "H", "H", "H", "H", "H", "H", "H", "H", "H", "H", "H", "H", "H", "H", "H", "H", "H", "H", "H"], "xyz": [[0.204, -0.636, -0.890], [-1.470, 0.698, -1.968], [-1.164, -0.501, -3.210], [-0.222, -1.349, -2.864], [0.025, -2.306, -3.852], [0.957, -3.339, -3.821], [1.036, -4.164, -4.922], [0.209, -3.971, -6.038], [-0.718, -2.948, -6.075], [-0.800, -2.116, -4.963], [-1.859, -0.747, -4.730], [1.593, -3.486, -2.959], [1.750, -4.977, -4.925], [0.298, -4.632, -6.889], [-1.355, -2.801, -6.938], [1.348, -2.059, -0.667], [2.892, -3.868, -0.110], [2.527, -3.747, 1.157], [3.852, -3.094, -0.587], [2.300, -4.751, -0.889], [-0.539, 4.110, -0.228], [-1.457, 3.175, 1.081], [-3.206, 2.789, 0.619], [-1.295, 3.874, 2.775], [-0.411, 0.918, 0.922], [-1.584, -0.698, 2.507], [-0.695, -2.299, 2.236], [-3.350, -0.703, 2.002], [-1.173, 0.135, 4.094], [2.172, 1.394, 1.066], [2.709, 2.173, -0.510], [2.092, 2.525, 2.506], [2.900, -0.245, 1.463], [-1.155, 4.943, -0.582], [-0.305, 3.487, -1.093], [0.390, 4.529, 0.165], [-3.738, 3.726, 0.422], [-3.726, 2.274, 1.429], [-3.276, 2.177, -0.282], [-1.789, 4.852, 2.790], [-0.258, 4.025, 3.070], [-1.786, 3.250, 3.524], [-0.626, -2.560, 1.180], [-1.227, -3.118, 2.731], [0.318, -2.270, 2.647], [-3.450, -0.817, 0.921], [-3.848, 0.220, 2.302], [-3.875, -1.537, 2.479], [-0.098, 0.119, 4.290], [-1.668, -0.401, 4.911], [-1.521, 1.169, 4.114], [2.295, 3.177, -0.606], [2.417, 1.595, -1.388], [3.802, 2.255, -0.519], [1.715, 3.507, 2.222], [3.119, 2.648, 2.872], [1.491, 2.137, 3.332], [2.785, -0.974, 0.664], [2.473, -0.658, 2.380], [3.975, -0.111, 1.631]], "forces_ev_per_angstrom": [[0.1, -0.4, -1.2], [-0.1, 0.2, 0.2], [0.1, 0.0, 0.1], [0.1, -0.1, 0.2], [0.0, 0.1, 0.2], [0.0, 0.0, 0.1], [0.0, 0.0, 0.0], [0.0, 0.0, 0.0], [0.0, 0.0, 0.0], [-0.1, 0.0, -0.1], [-0.1, 0.0, -0.2], [0.0, 0.0, 0.0], [0.0, 0.0, 0.0], [0.0, 0.0, 0.0], [0.0, 0.0, 0.0], [0.4, -0.6, 0.1], [0.0, 0.0, 0.1], [0.1, 0.0, -0.1], [-0.1, -0.1, 0.1], [0.1, 0.1, 0.1], [0.0, 0.2, -0.1], [0.1, -0.3, -0.1], [-0.2, 0.0, 0.0], [0.0, 0.1, 0.3], [-0.6, 1.2, 1.3], [0.1, -0.2, -0.7], [0.0, -0.2, 0.2], [-0.2, 0.1, 0.0], [0.1, 0.3, 0.2], [-0.1, -0.3, -0.6], [0.1, 0.1, -0.1], [-0.2, 0.2, 0.3], [0.2, -0.1, 0.1], [0.1, 0.0, 0.0], [0.0, 0.0, 0.0], [0.0, 0.0, -0.1], [0.0, 0.0, 0.0], [0.0, 0.0, 0.0], [-0.1, 0.0, 0.0], [0.0, -0.1, 0.0], [0.0, 0.0, 0.1], [0.0, 0.1, 0.0], [0.0, -0.1, -0.1], [0.0, 0.0, 0.0], [0.0, 0.0, -0.1], [-0.1, 0.0, 0.0], [0.0, -0.1, 0.0], [0.0, 0.0, 0.0], [0.0, 0.0, 0.1], [0.0, 0.0, 0.0], [0.0, -0.1, 0.1], [0.0, 0.0, -0.1], [0.1, 0.0, -0.1], [0.0, 0.0, 0.0], [0.0, 0.0, 0.0], [0.0, 0.0, 0.0], [0.1, 0.0, 0.0], [0.1, 0.0, 0.1], [0.0, 0.0, 0.0], [-0.1, 0.0, 0.0]], "lowdin_charge": [1.2359, 0.6043, -1.0618, -0.1780, -0.2739, 0.0079, -0.0306, -0.0351, -0.0529, -0.4263, 1.1664, 0.1007, 0.1239, 0.1240, 0.1256, -0.4420, -0.9005, 0.2583, 0.2636, 0.2721, -0.2086, 0.3546, -0.2034, -0.1851, 0.6336, 0.4044, -0.2128, -0.1934, -0.1865, 0.4283, -0.1915, -0.1866, -0.1971, 0.0572, 0.0140, 0.0362, 0.0602, 0.0283, 0.0016, 0.0627, 0.0230, 0.0296, 0.0065, 0.0597, 0.0395, 0.0398, 0.0318, 0.0585, 0.0425, 0.0666, 0.0203, 0.0342, 0.0257, 0.0619, 0.0321, 0.0718, 0.0423, -0.0042, 0.0497, 0.0708]}



Entry 2:
{"formula": "C5H5NO", "method": "ωB97M-V with the def2-TZVPD basis set", "charge": 0, "de_lowest_kj_mol": 394.0, "largest_force_ha_per_bohr": 0.06348, "multiplicity": 1, "e_tot_ev": -8799.336, "lumo_energy_ha": 0.012, "homo_ev": -10.37, "elements": ["N", "C", "C", "O", "C", "C", "C", "H", "H", "H", "H", "H"], "xyz": [[3.053, 0.971, -0.187], [2.113, 0.351, 0.091], [0.908, -0.453, 0.373], [0.135, -0.051, 1.492], [-1.257, -0.453, 0.405], [-1.118, 0.807, -0.321], [-0.213, -0.384, -0.641], [1.219, -1.497, 0.483], [-2.144, -1.102, 0.557], [-1.887, 1.197, -0.982], [-0.621, 1.521, 0.320], [-0.187, -0.907, -1.589]], "forces_ev_per_angstrom": [[-1.2, -0.8, 0.4], [0.9, 1.0, -0.1], [0.0, -0.3, -0.6], [-2.7, -1.5, -1.0], [1.5, 0.6, 1.6], [0.3, 0.3, -0.1], [0.1, 0.2, -0.3], [0.2, 0.0, -0.1], [1.1, 0.5, 0.6], [0.2, -0.5, -0.1], [-0.2, 0.5, -0.3], [-0.2, 0.1, 0.1]], "lowdin_charge": [0.1529, -0.1314, -0.3820, -0.0749, -0.0077, -0.0582, -0.1744, 0.1494, 0.1506, 0.1171, 0.1171, 0.1415]}



Entry 3:
{"formula": "C3H2N2O", "method": "ωB97M-V with the def2-TZVPD basis set", "charge": 0, "de_lowest_kj_mol": 727.9, "largest_force_ha_per_bohr": 0.09652, "multiplicity": 1, "e_tot_ev": -8162.169, "lumo_energy_ha": -0.044, "homo_ev": -10.70, "elements": ["C", "C", "C", "N", "N", "O", "H", "H"], "xyz": [[0.617, 1.504, 0.005], [-0.553, 0.997, 0.052], [0.976, -0.075, -0.079], [-0.269, -1.023, -0.008], [-1.287, -0.256, -0.032], [-2.455, -0.436, 0.018], [1.468, -0.480, -0.896], [1.503, -0.231, 0.941]], "forces_ev_per_angstrom": [[-0.8, -0.5, -0.5], [0.9, -0.1, -0.7], [-2.0, 0.1, 4.5], [-0.4, -0.7, -0.5], [3.5, 1.6, 1.0], [-1.8, -0.6, -0.2], [1.3, 0.2, -1.7], [-0.7, 0.0, -2.0]], "lowdin_charge": [0.0310, 0.0418, -0.1556, 0.1270, -0.3539, 0.0789, 0.0841, 0.1466]}



Entry 4:
{"formula": "C13H19N", "method": "ωB97M-V with the def2-TZVPD basis set", "charge": 0, "de_lowest_kj_mol": 71.0, "largest_force_ha_per_bohr": 0.03846, "multiplicity": 1, "e_tot_ev": -15279.076, "lumo_energy_ha": 0.033, "homo_ev": -7.87, "elements": ["C", "C", "C", "C", "N", "C", "C", "C", "C", "C", "C", "H", "H", "H", "H", "H", "H", "H", "H", "H", "H", "H", "C", "C", "C", "H", "H", "H", "H", "H", "H", "H", "H"], "xyz": [[1.177, -3.009, 1.377], [1.008, -1.449, 1.437], [1.093, -0.909, 0.039], [0.514, -1.459, -1.053], [0.675, -0.597, -2.143], [1.402, 0.490, -1.759], [1.862, 1.573, -2.535], [2.587, 2.536, -1.834], [2.943, 2.339, -0.501], [2.585, 1.224, 0.227], [1.729, 0.311, -0.384], [0.359, -3.512, 0.874], [1.219, -3.288, 2.433], [2.125, -3.227, 0.893], [0.155, -1.225, 2.075], [1.849, -1.038, 2.007], [-0.214, -2.247, -1.168], [0.353, -0.827, -3.059], [1.406, 1.917, -3.452], [2.929, 3.413, -2.368], [3.671, 3.024, -0.073], [2.999, 1.118, 1.218], [-2.146, 0.822, 1.368], [-2.960, -0.203, 0.587], [-4.268, 0.453, 0.114], [-1.698, 1.572, 0.709], [-1.352, 0.502, 2.039], [-2.821, 1.379, 2.020], [-2.417, -0.625, -0.261], [-3.159, -1.081, 1.216], [-4.755, 1.009, 0.912], [-3.905, 1.242, -0.559], [-4.942, -0.227, -0.397]], "forces_ev_per_angstrom": [[0.2, 1.5, 1.1], [1.1, -1.3, -0.4], [-0.5, 0.2, 0.8], [-0.7, 1.0, -0.9], [-0.3, -0.8, 0.7], [0.6, 0.1, -0.4], [-0.6, 1.1, 1.5], [-0.2, -0.7, -0.6], [1.2, 0.2, 0.2], [-0.2, 0.6, -0.3], [-0.1, -0.3, -0.6], [-0.1, 0.0, 0.0], [0.0, -0.7, -0.2], [0.0, -0.2, 0.0], [-0.5, 0.3, -0.6], [0.1, -0.2, -0.1], [0.3, -0.3, 0.2], [0.0, 0.2, -0.3], [0.2, -0.7, -0.5], [-0.1, 0.1, 0.1], [-0.3, 0.1, 0.1], [-0.3, -0.2, 0.2], [0.0, 0.7, 0.0], [-0.3, -0.6, 0.7], [1.3, 0.5, -0.3], [0.0, -0.1, -0.1], [0.1, -0.6, -0.3], [-0.1, 0.0, 0.0], [0.1, 0.3, -0.1], [-0.1, 0.2, 0.1], [-0.2, -0.4, 0.2], [-0.5, -0.1, -0.3], [-0.1, 0.0, 0.0]], "lowdin_charge": [-0.0941, -0.1861, -0.2029, -0.0541, 0.0745, -0.2106, -0.0166, -0.1065, -0.1162, -0.0265, -0.1269, 0.0607, 0.0660, 0.0738, 0.0902, 0.1030, 0.1213, 0.1438, 0.1015, 0.0963, 0.0973, 0.1070, -0.1263, -0.3186, -0.1228, 0.0760, 0.0494, 0.0648, 0.0832, 0.0969, 0.0645, 0.0738, 0.0644]}



Entry 5:
{"formula": "C27H16Cl2GdN7O2S3", "method": "ωB97M-V with the def2-TZVPD basis set", "charge": 0, "de_lowest_kj_mol": 157.4, "largest_force_ha_per_bohr": 0.08047, "multiplicity": 8, "s2": 16.05, "e_tot_ev": -121169.050, "lumo_energy_ha": [-0.034, -0.098], "homo_ev": [-7.47, -7.33], "elements": ["Gd", "Cl", "C", "C", "C", "N", "C", "O", "C", "C", "C", "C", "C", "N", "C", "C", "C", "Cl", "N", "C", "O", "C", "C", "C", "C", "C", "N", "H", "H", "H", "H", "H", "H", "H", "H", "H", "H", "N", "C", "H", "S", "C", "S", "C", "N", "N", "C", "C", "C", "C", "C", "C", "S", "H", "H", "H", "H", "H"], "xyz": [[-0.150, 0.887, -1.020], [-3.192, 7.410, -1.755], [-2.480, 6.048, -1.006], [-2.007, 5.044, -1.835], [-1.685, 3.835, -1.282], [-1.351, 2.667, -2.080], [-1.507, 2.700, -3.486], [-1.965, 3.614, -4.170], [-1.120, 1.503, -4.217], [-1.264, 1.417, -5.639], [-1.164, 0.215, -6.282], [-0.845, -0.929, -5.562], [-0.424, -0.742, -4.242], [-0.561, 0.439, -3.573], [-1.523, 3.643, 0.091], [-1.623, 4.769, 0.940], [-2.180, 5.929, 0.402], [-2.627, 7.340, 1.340], [-0.993, 2.419, 0.506], [-1.011, 2.011, 1.776], [-1.804, 2.407, 2.622], [0.064, 1.062, 2.173], [0.297, 0.640, 3.488], [1.275, -0.280, 3.685], [2.199, -0.606, 2.714], [2.007, -0.130, 1.462], [0.868, 0.541, 1.181], [-2.137, 5.130, -2.897], [-1.488, 2.395, -6.083], [-1.363, 0.247, -7.324], [-0.625, -1.870, -5.975], [-0.022, -1.547, -3.657], [-1.282, 4.688, 1.977], [-0.343, 1.024, 4.275], [1.421, -0.816, 4.606], [3.065, -1.215, 2.930], [2.710, -0.281, 0.625], [3.059, 2.213, -2.311], [2.035, 1.741, -1.973], [4.072, 2.475, -2.255], [2.597, -4.811, -0.488], [1.411, -3.785, -0.028], [0.740, -2.468, -1.056], [-0.730, -2.464, -0.014], [-0.716, -3.296, 0.979], [0.529, -3.896, 1.078], [0.883, -4.532, 2.299], [2.210, -4.873, 2.662], [2.451, -5.558, 3.839], [1.436, -5.649, 4.771], [0.215, -5.114, 4.558], [-0.044, -4.421, 3.351], [-1.832, -1.237, -0.431], [3.048, -4.655, 2.039], [3.387, -6.097, 4.122], [1.649, -6.148, 5.727], [-0.612, -5.131, 5.309], [-0.958, -3.899, 3.115]], "forces_ev_per_angstrom": [[-1.7, 0.3, -0.4], [-0.1, 0.4, 0.2], [1.7, -1.0, 1.4], [-1.6, 0.9, 0.1], [1.1, -2.6, -1.3], [-0.2, 0.4, -1.6], [-0.3, 1.8, 2.5], [0.1, -0.2, 0.1], [1.7, -3.4, -1.7], [-0.5, 1.8, 2.2], [-0.1, 0.1, 0.3], [1.3, 1.2, 1.4], [-0.9, 1.4, 0.0], [-0.7, -0.1, -0.5], [0.5, 0.7, 0.8], [-0.5, 0.0, -0.4], [-0.8, 0.7, -1.4], [0.4, -0.6, 0.3], [0.6, -0.3, -0.9], [-1.2, 1.0, 0.7], [0.3, -0.2, 0.5], [2.0, -2.3, -0.7], [-1.4, 1.0, -0.7], [1.0, -1.0, 0.9], [0.8, -0.4, 0.2], [-1.1, 0.5, -1.2], [0.1, 1.6, 0.6], [0.1, 0.1, 0.0], [-0.1, -0.8, -0.2], [0.0, -0.5, -0.8], [-0.3, -1.0, -0.8], [0.2, -0.3, 0.1], [-0.5, 0.2, -0.4], [0.0, -0.2, -0.1], [-0.2, 0.4, 0.6], [-0.1, -0.1, 0.1], [-0.5, -0.2, 0.5], [-0.2, -0.7, 1.2], [3.0, 1.3, -1.1], [-1.8, -0.3, -0.4], [0.2, 0.4, 0.0], [-1.5, -0.1, 0.6], [-0.3, -1.2, 1.3], [1.1, 0.0, 0.0], [0.7, 1.2, -0.6], [1.7, -0.3, -1.7], [0.3, 1.6, 1.7], [-0.2, -0.7, -0.6], [0.3, -0.3, 0.6], [0.9, -1.4, 1.5], [-2.4, 1.9, -0.5], [0.3, -1.6, -0.4], [-1.2, 0.2, 0.0], [0.1, -0.2, -0.6], [-0.5, 1.1, -0.7], [-0.2, 0.1, -0.5], [1.0, 0.0, -0.6], [-0.3, -0.2, 0.4]], "lowdin_charge": [1.2564, 0.6842, -0.6931, -0.0623, -0.2081, -0.0282, -0.4498, 0.0389, -0.1796, 0.0173, -0.0502, -0.0293, -0.1075, -0.0029, -0.2133, -0.0173, -0.6321, 0.6256, -0.0495, -0.5118, 0.0715, -0.1453, 0.0284, -0.0439, -0.0563, -0.1409, -0.0416, 0.0901, 0.1265, 0.1053, 0.0948, 0.0623, 0.1221, 0.1313, 0.1191, 0.1174, 0.1178, 0.1366, -0.0554, 0.1400, 0.6479, -1.0474, 0.8527, -1.1042, 0.0347, -0.1494, -0.1873, -0.0675, -0.0902, -0.1414, -0.0943, -0.0129, 0.4989, 0.0453, 0.1229, 0.1097, 0.1200, 0.0948]}



Q: Look up the charge of the fourth one.
A: 0